# 1
Here is a structure of composition C16H30N3OPPtSi from the OMol25 dataset. Energies are from ωB97M-V/def2-TZVPD.

Lowest unoccupied orbital energy (spin up / spin down), eV: 0.131 / -1.407
Expectation value of S²: 6.0374
ΔE to the lowest compared entry with this formula, charge and spin, kcal per mole: 33.5
Multiplicity: 5
Kohn-Sham gap (spin up / spin down), eV: 2.40 / 5.56
HOMO level (spin up / spin down), eV: -2.2725 / -6.9648
Electronic energy, Ha: -1617.072820

Last column: natural (NBO) charge in e.
Cartesian coordinates (Å):
Pt  -0.0019  0.1731  -0.0876  0.567
Si  -1.7086  0.0607  1.4776  0.557
P  -1.4423  -0.1514  -1.7710  1.163
N  0.9366  1.8914  -0.4726  -0.473
H  0.6334  -1.0263  -1.0418  -0.104
C  -0.6735  -0.5113  -3.3867  -0.967
H  -1.4208  -0.5746  -4.1894  0.238
H  -0.1398  -1.4709  -3.3246  0.244
H  0.0489  0.2805  -3.6266  0.263
C  -2.6478  -1.5163  -1.5504  -0.969
H  -3.3061  -1.5850  -2.4278  0.236
H  -3.2705  -1.3692  -0.6608  0.260
H  -2.1054  -2.4677  -1.4461  0.247
C  -2.3606  1.4160  -2.0098  -0.969
H  -3.0946  1.3284  -2.8199  0.226
H  -1.6374  2.2034  -2.2568  0.271
H  -2.8753  1.6984  -1.0859  0.269
C  -2.2494  -1.6161  2.2004  -1.083
H  -1.4340  -2.1812  2.6644  0.228
H  -2.7005  -2.2583  1.4382  0.224
H  -3.0088  -1.4276  2.9717  0.228
H  -1.3000  0.8862  2.6519  -0.155
H  -2.9822  0.6127  0.9131  -0.191
C  0.7255  3.1620  -0.2430  0.081
C  1.4381  5.4910  -0.6596  -0.422
C  1.6110  4.1348  -0.8517  -0.278
C  -0.3443  3.6960  0.5666  -0.327
C  -0.4958  5.0628  0.7482  -0.426
C  0.3859  5.9681  0.1423  -0.084
H  2.1208  6.1940  -1.1370  0.198
H  2.4095  3.7219  -1.4792  0.181
H  -1.0278  2.9766  1.0307  0.185
H  -1.3116  5.4284  1.3695  0.195
H  0.2533  7.0378  0.2896  0.195
C  0.5980  -3.8774  0.3065  0.610
O  0.1023  -2.9512  0.9539  -0.578
C  1.9687  -3.7296  -0.3067  -0.733
H  2.2357  -4.5916  -0.9274  0.217
H  2.6976  -3.6161  0.5087  0.247
H  1.9980  -2.8055  -0.8987  0.253
C  -0.0804  -5.2128  0.1068  -0.723
H  0.0765  -5.5697  -0.9187  0.227
H  -1.1432  -5.1302  0.3243  0.237
H  0.3652  -5.9499  0.7830  0.245
N  1.6090  -0.7061  2.3183  -0.303
C  2.8190  -0.6396  2.9076  -0.021
C  3.6510  0.0647  2.0460  -0.334
C  2.8810  0.4092  0.9314  0.010
N  1.6148  -0.0397  1.1413  -0.336
H  0.7825  -1.2062  2.6407  0.445
H  2.9930  -1.0323  3.8989  0.231
H  4.6773  0.3283  2.1942  0.240
H  3.1301  0.9872  0.0538  0.259

---

# 2
Here is an isolated molecule of C5H10N2O from the OMol25 dataset. Energies are from ωB97M-V/def2-TZVPD.

Lowest unoccupied orbital energy, eV: 1.003
ΔE to the lowest compared entry with this formula, charge and spin, kcal per mole: 54.8
Structure (SMILES): CO/C=C\C(C)=N/N
Multiplicity: 1
Kohn-Sham gap, eV: 9.47
HOMO level, eV: -8.4724
Electronic energy, Ha: -381.198049

Last column: natural (NBO) charge in e.
Cartesian coordinates (Å):
C  1.7066  0.1740  1.2157  -0.265
O  2.1889  -0.0991  -0.0942  -0.498
C  1.3561  -0.6694  -0.9778  0.191
C  0.0117  -0.7316  -1.0097  -0.431
C  -1.0048  -0.0815  -0.1466  0.175
C  -2.0463  -0.9682  0.4842  -0.635
N  -1.1225  1.1800  0.0426  -0.247
N  -0.1820  2.0197  -0.5063  -0.661
H  1.1499  -0.6893  1.5967  0.176
H  1.0765  1.0633  1.2198  0.211
H  2.6040  0.3300  1.8217  0.194
H  1.9290  -1.1592  -1.7573  0.188
H  -0.3935  -1.3622  -1.7986  0.229
H  -1.5780  -1.6806  1.1701  0.212
H  -2.5726  -1.5532  -0.2804  0.213
H  -2.7600  -0.3614  1.0362  0.232
H  -0.6058  2.9211  -0.6530  0.366
H  0.2429  1.6674  -1.3631  0.349

---

# 3
Here is an isolated molecule of C5H6 from the OMol25 dataset. Energies are from ωB97M-V/def2-TZVPD.

Lowest unoccupied orbital energy, eV: 1.129
ΔE to the lowest compared entry with this formula, charge and spin, kcal per mole: 82.3
Structure (SMILES): C=CC1C=C1
Multiplicity: 1
Kohn-Sham gap, eV: 9.64
HOMO level, eV: -8.5144
Electronic energy, Ha: -193.949364

Last column: natural (NBO) charge in e.
Cartesian coordinates (Å):
C  -1.5084  0.5354  -0.0698  -0.409
C  -0.8983  -0.5866  0.1912  -0.200
C  0.5148  -0.7709  -0.0869  -0.310
C  1.3907  0.4318  -0.6210  -0.179
C  1.4262  0.1811  0.6653  -0.139
H  -2.6233  0.8881  -0.0513  0.204
H  -0.9705  1.3637  -0.3509  0.179
H  -1.5158  -1.4898  0.5648  0.210
H  0.8281  -1.7744  -0.4353  0.203
H  1.9757  0.6724  -1.4216  0.224
H  1.3808  0.5491  1.6156  0.217

---

# 4
Here is a structure of composition C42H48F3IrN8P2Se2 from the OMol25 dataset. Energies are from ωB97M-V/def2-TZVPD.

Lowest unoccupied orbital energy (spin up / spin down), eV: -7.693 / -10.253
Expectation value of S²: 8.7937
ΔE to the lowest compared entry with this formula, charge and spin, kcal per mole: 17.8
Multiplicity: 6
Kohn-Sham gap (spin up / spin down), eV: 6.88 / 5.08
Charge: +3
HOMO level (spin up / spin down), eV: -14.5781 / -15.3362
Electronic energy, Ha: -7955.852056

Last column: Löwdin charge in e.
Cartesian coordinates (Å):
Ir  -0.0216  0.0687  -0.2082  1.035
C  -2.3762  -1.6734  1.8993  -0.232
C  -2.7119  -1.9815  0.4366  -0.119
N  -1.8982  -1.3732  -0.6341  -0.136
C  -2.6965  -0.7318  -1.6962  -0.182
C  -2.9252  0.7425  -1.4015  -0.189
N  -1.6225  1.4177  -1.2860  -0.173
C  -1.7218  2.8455  -0.9150  -0.183
C  -1.9124  3.0586  0.5833  -0.153
C  -0.6153  3.0652  1.3995  -0.183
N  0.4154  2.1192  0.9187  -0.175
C  1.3997  1.7840  1.9629  -0.191
C  0.8749  0.6430  2.8188  -0.191
N  0.6483  -0.5590  1.9919  -0.138
C  0.2078  -1.7250  2.8016  -0.113
H  -3.2504  -2.0763  2.4241  0.167
H  -2.2031  0.3903  1.4449  0.100
H  -3.7547  -1.6889  0.2918  0.135
H  -2.6746  -3.0680  0.3432  0.144
H  -1.3606  -2.1286  -1.0432  0.074
H  -3.6565  -1.2346  -1.8356  0.134
H  -2.1487  -0.8169  -2.6374  0.125
H  -3.4934  0.8631  -0.4754  0.117
H  -3.5210  1.1803  -2.2072  0.142
H  -1.1921  1.3822  -2.2082  0.094
H  -2.5617  3.3000  -1.4470  0.134
H  -0.8136  3.3457  -1.2559  0.129
H  -2.6106  2.3085  0.9678  0.086
H  -2.3947  4.0241  0.7359  0.132
H  -0.8470  2.8225  2.4374  0.110
H  -0.1990  4.0758  1.3914  0.140
H  0.9110  2.5794  0.1629  0.049
H  1.6134  2.6463  2.6002  0.140
H  2.3272  1.4847  1.4700  0.114
H  -0.0664  0.9309  3.2842  0.095
H  1.5895  0.4354  3.6202  0.141
H  1.5539  -0.8037  1.6002  0.092
H  0.2355  -1.4270  3.8506  0.121
H  0.9519  -2.5121  2.6862  0.134
Se  2.5700  -4.3693  -4.7808  0.751
P  3.0424  -4.7489  -2.6898  0.711
C  2.6657  -6.4918  -2.4176  -0.358
C  3.4746  -7.3636  -3.1581  -0.091
C  3.2931  -8.7280  -3.0346  -0.040
C  2.3048  -9.2180  -2.1901  -0.032
C  1.5038  -8.3491  -1.4622  -0.046
C  1.6623  -6.9764  -1.5804  -0.067
C  4.7869  -4.5294  -2.3097  -0.373
C  5.1961  -4.8489  -1.0155  -0.075
C  6.5391  -4.7803  -0.6968  -0.049
C  7.4634  -4.3930  -1.6601  -0.038
C  7.0497  -4.0661  -2.9427  -0.047
C  5.7056  -4.1381  -3.2757  -0.100
C  2.0758  -3.6249  -1.6620  -0.384
C  2.0492  -2.2189  -1.6041  -0.418
N  1.0285  -1.9140  -0.7725  -0.174
N  0.4970  -3.0404  -0.3182  -0.056
N  1.0966  -4.0680  -0.8457  0.023
P  2.9084  -0.8770  -2.4412  0.682
Se  1.9713  0.9874  -1.8307  0.432
C  2.6125  -1.1418  -4.2025  -0.403
C  3.6136  -1.3311  -5.1525  -0.127
C  3.2627  -1.4826  -6.4886  -0.075
C  1.9299  -1.4635  -6.8672  -0.051
C  0.9300  -1.2937  -5.9140  -0.060
C  1.2687  -1.1263  -4.5846  -0.135
C  4.6139  -0.7500  -1.8845  -0.378
C  5.6043  -0.1555  -2.6624  -0.074
C  6.8367  0.1257  -2.0940  -0.041
C  7.0663  -0.1461  -0.7543  -0.039
C  6.0694  -0.7183  0.0260  -0.054
C  4.8437  -1.0255  -0.5361  -0.102
H  4.2440  -6.9732  -3.8149  0.109
H  3.9158  -9.4076  -3.5996  0.123
H  2.1491  -10.2855  -2.1102  0.123
H  0.7428  -8.7426  -0.8023  0.117
H  1.0329  -6.3023  -1.0265  0.075
H  4.4713  -5.1784  -0.2785  0.119
H  6.8714  -5.0448  0.2983  0.119
H  8.5161  -4.3632  -1.4113  0.122
H  7.7752  -3.7782  -3.6918  0.120
H  5.3752  -3.9224  -4.2850  0.073
H  4.6547  -1.3634  -4.8613  0.095
H  4.0343  -1.6069  -7.2365  0.126
H  1.6616  -1.5793  -7.9087  0.126
H  -0.1089  -1.2831  -6.2146  0.120
H  0.5025  -0.9786  -3.8324  0.085
H  5.4128  0.1221  -3.6899  0.105
H  7.6131  0.5823  -2.6932  0.123
H  8.0211  0.0998  -0.3087  0.122
H  6.2462  -0.9132  1.0756  0.116
H  4.0577  -1.4666  0.0667  0.099
F  -3.7570  -3.2355  6.0941  0.186
C  -2.5928  -2.5851  6.1520  -0.595
F  -2.6844  -1.6322  7.0803  0.170
F  -1.6484  -3.4517  6.5352  0.168
C  -2.2570  -2.0049  4.7773  -0.070
C  -2.5485  -0.6261  4.5983  0.092
C  -2.5102  0.1591  3.4474  -0.022
N  -2.3642  -0.2670  2.2064  0.127
C  -1.1741  -2.4280  2.5385  -0.182
C  -1.6532  -2.8606  3.9000  0.091
H  -2.8128  -0.0964  5.5049  0.141
H  -2.6761  1.2247  3.5614  0.151
H  -0.9842  -3.3019  1.9176  0.128
H  -1.4638  -3.8843  4.2016  0.157

---

# 5
Here is a structure of composition C32H20BrF4N2O3PSn from the OMol25 dataset. Energies are from ωB97M-V/def2-TZVPD.

Lowest unoccupied orbital energy, eV: -0.811
ΔE to the lowest compared entry with this formula, charge and spin, kcal per mole: 20.5
Multiplicity: 1
Kohn-Sham gap, eV: 6.82
HOMO level, eV: -7.6338
Electronic energy, Ha: -5095.676902

Last column: natural (NBO) charge in e.
Cartesian coordinates (Å):
Sn  -18.1768  2.8175  7.8573  1.425
O  -21.5450  2.1820  4.7602  -0.689
C  -22.1186  3.3821  4.5836  0.350
C  -23.3199  3.5164  3.9331  -0.286
C  -24.0068  4.7162  4.0233  -0.165
C  -23.4834  5.7938  4.7017  -0.263
C  -22.3138  5.6936  5.3953  -0.133
C  -21.6304  4.4538  5.3635  -0.207
C  -20.4276  4.3193  6.2357  0.593
O  -19.6777  3.2592  6.0980  -0.849
N  -20.1180  5.2418  7.1175  -0.407
N  -18.9935  4.9383  7.7948  -0.445
C  -18.3738  5.7075  8.6526  0.138
C  -16.9443  5.9219  8.6742  -0.201
C  -16.5634  7.1844  9.2100  -0.155
C  -15.1670  7.4456  9.2237  -0.267
C  -14.2591  6.6074  8.6262  -0.168
C  -14.6319  5.4319  8.0176  -0.280
C  -15.9655  5.0809  8.0040  0.382
O  -16.3768  3.9082  7.5194  -0.889
H  -20.6328  2.3683  5.1583  0.515
H  -23.6538  2.7112  3.3225  0.222
H  -24.8709  4.8840  3.3436  0.214
H  -23.9895  6.8002  4.6295  0.213
H  -21.9939  6.4825  6.0359  0.235
H  -18.9182  6.2752  9.3874  0.185
H  -17.2267  7.9614  9.6662  0.228
H  -14.7052  8.3568  9.6225  0.213
H  -13.2310  6.9609  8.6954  0.214
H  -13.8779  4.7396  7.6304  0.226
F  -13.2124  -4.3438  5.9735  -0.274
C  -14.0060  -3.2774  5.8810  0.307
C  -14.1275  -2.5514  4.6830  0.255
F  -13.4216  -2.7911  3.5559  -0.282
C  -15.1603  -1.6257  4.6287  0.428
F  -15.7068  -1.2948  3.4280  -0.307
C  -15.8608  -1.1137  5.7455  -0.424
P  -16.8752  0.3816  5.7302  0.897
C  -17.9699  0.0147  4.3905  -0.376
C  -18.5160  -1.3146  4.1333  -0.171
C  -19.4342  -1.5511  3.1805  -0.228
C  -20.0842  -0.5025  2.4896  -0.184
C  -19.6183  0.7877  2.7140  -0.192
C  -18.6194  0.9888  3.6636  -0.226
C  -15.5903  1.3739  4.9506  -0.378
C  -14.3862  1.5625  5.7801  -0.182
C  -13.2889  2.1204  5.2083  -0.223
C  -13.2382  2.4397  3.8368  -0.191
C  -14.4061  2.3414  3.0395  -0.229
C  -15.5629  1.8028  3.6010  -0.137
C  -15.8076  -1.9020  6.8377  -0.133
Br  -16.9907  -1.6734  8.2528  0.138
C  -14.8445  -2.9159  6.9297  0.284
F  -14.6716  -3.5637  8.1056  -0.298
H  -18.0904  -2.0972  4.8120  0.204
H  -19.6145  -2.5869  2.9049  0.218
H  -20.8457  -0.7431  1.8047  0.215
H  -20.1940  1.6301  2.2609  0.230
H  -18.3812  2.0378  3.9539  0.220
H  -14.4231  1.1353  6.7437  0.210
H  -12.4067  2.3635  5.8002  0.215
H  -12.2514  2.6517  3.4307  0.217
H  -14.3160  2.5859  1.9713  0.222
H  -16.4075  1.5553  2.9349  0.223

---

# 6
Here is a structure of composition Br3CdI from the OMol25 dataset. Energies are from ωB97M-V/def2-TZVPD.

Lowest unoccupied orbital energy (spin up / spin down), eV: 2.783 / -1.405
Expectation value of S²: 0.7632
Multiplicity: 2
Kohn-Sham gap (spin up / spin down), eV: 8.37 / 4.14
Charge: -1
HOMO level (spin up / spin down), eV: -5.5870 / -5.5408
Electronic energy, Ha: -8187.667720

Last column: natural (NBO) charge in e.
Cartesian coordinates (Å):
Cd  0.3430  -0.0117  -0.0374  1.379
Br  -0.6751  -2.5246  0.6775  -0.835
Br  2.3684  1.0245  0.9150  -0.782
Br  -1.6280  1.3729  1.0466  -0.446
I  -0.4083  0.1391  -2.6018  -0.316

---

no.,molecular weight (Da)
1,534.57
2,114.15
3,66.10
4,1133.98
5,786.10
6,479.03